Record 1
15
Properties=species:S:1:pos:R:3 method="wB97M-V/def2-TZVPD" homo_lumo_gap_ev=9.581 e_above_lowest_ev=6.468 charge=0 spin_multiplicity=1
C -1.5430 0.0617 0.7214
C -1.4043 -0.2791 -0.5776
O -0.0229 0.8254 -1.4623
C 0.9533 0.9151 -0.6955
C 1.5683 -0.3635 -0.1304
O 0.6912 -1.1614 0.6427
C -0.7166 -1.1399 0.4032
H -0.3711 1.0773 0.9838
H -2.3593 0.3552 1.3735
H -1.9785 -0.3977 -1.4879
H 0.3807 1.4489 0.7941
H 1.5247 1.8581 -0.6754
H 1.9569 -0.9287 -0.9968
H 2.4116 -0.1181 0.5278
H -1.0909 -2.1533 0.5793

---

Record 2
116
Properties=species:S:1:pos:R:3 method="wB97M-V/def2-TZVPD" homo_lumo_gap_ev="6.720 / 5.830" e_above_lowest_ev=0.000 charge=+2 spin_multiplicity=6
Fe 1.3106 0.9911 0.1791
C -2.4550 0.2315 2.7177
C -1.1750 0.6141 2.3296
N -0.7724 0.4556 1.0735
C -1.6152 -0.1274 0.2181
C -2.8595 -0.5647 0.6348
N -3.2908 -0.3653 1.8801
C -1.0776 -0.3349 -1.1482
C -1.8416 -0.5273 -2.2806
C -1.2027 -0.7555 -3.5017
C 0.1904 -0.8534 -3.4952
C 0.8753 -0.6396 -2.3157
N 0.2541 -0.3311 -1.1771
C 2.3459 -0.7256 -2.1539
C 3.1680 -1.5037 -2.9457
N 4.4785 -1.5940 -2.7158
C 4.9585 -0.9140 -1.6830
C 4.1358 -0.1466 -0.8626
N 2.8361 -0.0589 -1.1054
C -1.9743 -0.8695 -4.7599
C -3.2292 -1.4627 -4.7794
C -3.9196 -1.5199 -5.9815
N -3.4445 -1.0263 -7.1248
C -2.2371 -0.4622 -7.0983
C -1.4663 -0.3624 -5.9485
H -2.8061 0.4137 3.7278
H -0.4730 1.0610 3.0209
H -3.5202 -1.1020 -0.0365
H -2.9205 -0.4673 -2.2225
H 0.7290 -1.0885 -4.4047
H 2.7712 -2.0846 -3.7708
H 6.0226 -0.9844 -1.4919
H 4.5264 0.3949 -0.0085
H -3.6588 -1.9049 -3.8879
H -4.8978 -1.9840 -6.0305
H -1.8706 -0.0714 -8.0405
H -0.5007 0.1287 -5.9852
N 2.7857 4.1641 0.2848
C 2.7395 3.7894 -1.0238
C 3.4027 4.5786 -1.9832
C 3.3294 4.2511 -3.3060
C 2.5636 3.1459 -3.6932
C 1.9388 2.4329 -2.7125
N 2.0164 2.7063 -1.3840
H 3.4885 4.8432 0.5276
H 2.6358 3.4436 0.9743
H 3.9705 5.4390 -1.6524
H 3.8536 4.8441 -4.0444
H 2.4538 2.8630 -4.7308
H 1.3050 1.5998 -2.9787
C 1.2499 -5.0038 -2.6820
C 2.1101 -4.8568 -1.4259
C 1.2995 -4.6468 -0.1483
C 0.5055 -3.3522 -0.2018
N -0.1664 -3.0510 1.0617
C 0.3605 -2.3259 2.0727
Se 1.8960 -1.2788 1.9584
N -0.4465 -2.4551 3.1412
C -0.2189 -1.8823 4.4729
C 0.0471 -2.9361 5.5462
C 1.4632 -3.5184 5.5437
C 1.7416 -4.5132 4.4156
C -1.5405 -3.2546 2.8030
C -2.6770 -3.6128 3.5168
C -3.6117 -4.3884 2.8536
C -3.4158 -4.7976 1.5274
C -2.2859 -4.4278 0.8170
C -1.3585 -3.6398 1.4858
H 1.8614 -5.2700 -3.5448
H 0.7209 -4.0775 -2.9311
H 0.5041 -5.7923 -2.5536
H 2.8064 -4.0187 -1.5484
H 2.7183 -5.7529 -1.3010
H 1.9705 -4.6017 0.7136
H 0.6199 -5.4900 0.0103
H -0.2634 -3.3892 -0.9771
H 1.1708 -2.5195 -0.4117
H -1.1016 -1.2921 4.7323
H 0.6303 -1.2079 4.3844
H -0.6784 -3.7497 5.4576
H -0.1403 -2.4506 6.5059
H 1.6119 -4.0269 6.4972
H 2.1907 -2.7016 5.5069
H 1.0095 -5.3252 4.4232
H 2.7298 -4.9586 4.5327
H 1.7193 -4.0415 3.4316
H -2.8356 -3.2941 4.5392
H -4.5151 -4.6847 3.3702
H -4.1626 -5.4189 1.0506
H -2.1340 -4.7447 -0.2075
Te -0.7666 3.1795 -0.2074
C -1.7200 3.5688 1.6243
C -3.1049 3.6850 1.6604
C -3.7357 3.9397 2.8725
C -2.9846 4.0866 4.0324
C -1.5993 3.9776 3.9880
C -0.9619 3.7120 2.7823
C -0.5627 5.2193 -0.6670
C -1.2622 5.6703 -1.7805
C -1.2744 7.0303 -2.0684
C -0.5944 7.9188 -1.2490
C 0.1006 7.4556 -0.1368
C 0.1223 6.1014 0.1603
H -3.6908 3.5866 0.7550
H -4.8140 4.0308 2.9075
H -3.4790 4.2947 4.9724
H -1.0144 4.1072 4.8903
H 0.1184 3.6168 2.7496
H -1.8019 4.9776 -2.4147
H -1.8222 7.3912 -2.9291
H -0.6115 8.9780 -1.4719
H 0.6214 8.1534 0.5067
H 0.6572 5.7436 1.0279
S 4.9205 1.5743 2.8187
C 3.5299 1.5884 2.0962
N 2.4679 1.6026 1.5389

---

Record 3
80
Properties=species:S:1:pos:R:3 method="wB97M-V/def2-TZVPD" homo_lumo_gap_ev=8.376 e_above_lowest_ev=0.000 charge=0 spin_multiplicity=1
Rb 0.3089 1.4372 0.7531
C 0.2452 5.7899 1.3932
C 1.5682 5.5007 0.6908
C 2.5547 6.6587 0.8730
C 2.2199 4.2060 1.1314
C 2.9215 3.4345 0.2056
C 3.5567 2.2588 0.5763
C 3.5036 1.7960 1.8906
C 4.1380 0.4850 2.2699
C 2.8148 2.5695 2.8193
C 2.1864 3.7565 2.4482
H -0.1936 6.7020 0.9848
H 0.3874 5.9566 2.4639
H -0.4702 4.9816 1.2357
H 1.3578 5.3947 -0.3772
H 2.7938 6.7944 1.9309
H 2.1244 7.5910 0.5029
H 3.4892 6.4761 0.3398
H 2.9358 3.7463 -0.8328
H 4.0742 1.6671 -0.1708
H 3.6411 -0.3433 1.7580
H 4.0713 0.3117 3.3443
H 5.1930 0.4614 1.9919
H 2.7643 2.2406 3.8518
H 1.6547 4.3272 3.1992
C -0.0794 -0.5354 -2.4739
N -0.9512 -1.6430 -2.0788
C -0.8340 -2.8214 -2.9186
P -1.4682 -1.8207 -0.5293
O -1.5371 -0.5507 0.2049
O -0.4608 -2.8976 0.1903
P 1.0571 -2.5845 0.6320
O 1.4981 -1.2118 0.3354
N 1.1384 -2.8856 2.2561
C 0.7126 -4.1935 2.7313
C 0.8160 -1.7928 3.1680
N 1.8743 -3.7741 -0.1466
C 1.3211 -5.0017 -0.6862
C 3.3276 -3.7477 -0.0483
N -2.8402 -2.7093 -0.5611
C -2.9995 -4.1243 -0.3033
C -4.0026 -2.0341 -1.1345
H -0.2504 -0.3214 -3.5304
H 0.9764 -0.7817 -2.3215
H -0.3343 0.3586 -1.9139
H -1.0510 -2.5538 -3.9546
H -1.5479 -3.5855 -2.6117
H 0.1753 -3.2496 -2.8806
H 1.0374 -4.9692 2.0390
H -0.3762 -4.2584 2.8424
H 1.1714 -4.3937 3.7005
H 1.2886 -0.8787 2.8165
H 1.2136 -2.0298 4.1559
H -0.2644 -1.6292 3.2569
H 0.2362 -4.9586 -0.7024
H 1.6308 -5.8691 -0.0925
H 1.6762 -5.1512 -1.7093
H 3.6581 -2.7707 0.2997
H 3.7666 -3.9256 -1.0323
H 3.6944 -4.5132 0.6430
H -2.1057 -4.5327 0.1593
H -3.2039 -4.6789 -1.2269
H -3.8408 -4.2843 0.3758
H -3.8188 -0.9624 -1.2042
H -4.8724 -2.1896 -0.4932
H -4.2295 -2.4127 -2.1363
Br -6.6921 0.1163 -3.4582
C -5.1601 0.9922 -2.7518
C -5.2344 1.5907 -1.5049
C -4.0983 2.1915 -0.9812
C -2.9027 2.1904 -1.6885
C -2.8602 1.5988 -2.9452
C -3.9863 0.9969 -3.4877
C -1.6368 2.7578 -1.0569
O -1.7537 3.3128 0.0578
O -0.5603 2.5362 -1.6668
H -6.1638 1.5787 -0.9516
H -4.1134 2.6594 -0.0059
H -1.9233 1.6165 -3.4858
H -3.9575 0.5314 -4.4638

---

Record 4
8
Properties=species:S:1:pos:R:3 method="wB97M-V/def2-TZVPD" smiles=C#CC#CI.N#N homo_lumo_gap_ev=9.157 e_above_lowest_ev=1.416 charge=0 spin_multiplicity=1
C -0.6896 -0.1875 -0.2002
C 0.0530 -1.2984 -0.1182
C -1.5189 0.6664 -0.4851
C 0.7847 -2.3038 -0.0977
N 0.8922 2.7537 0.6277
N 0.2766 2.5852 1.5193
I 2.2087 -3.6756 -0.4337
H -2.0066 1.4600 -0.8120

---

Record 5
6
Properties=species:S:1:pos:R:3 method="wB97M-V/def2-TZVPD" homo_lumo_gap_ev="8.847 / 10.400" e_above_lowest_ev=5.222 charge=0 spin_multiplicity=1
N 0.1112 0.9964 -1.0229
N 0.1431 -0.1801 -0.9907
N -0.4992 -0.4537 1.1424
H 0.6265 1.3612 -1.7729
H 0.3819 -0.2481 1.5000
H -0.7635 -1.4756 1.1442

---

Record 6
14
Properties=species:S:1:pos:R:3 method="wB97M-V/def2-TZVPD" smiles=C1P[C@H]1P1CC1 homo_lumo_gap_ev=9.985 e_above_lowest_ev=1.842 charge=0 spin_multiplicity=1
C 1.0828 -1.8140 -0.2414
C 0.0113 -1.5059 0.7006
C -1.1857 1.4735 0.0843
C -0.1776 0.7564 -0.7880
P 0.5397 1.6939 0.6315
P -0.3872 -1.0845 -1.0469
H 1.9912 -1.3913 -0.3343
H 1.1493 -2.8614 -0.5188
H -0.4873 -2.3232 1.1453
H 0.2388 -0.6239 1.2901
H -1.7022 2.2885 -0.2823
H -1.7254 0.8435 0.8542
H -0.0300 1.4868 -1.6816
H 0.6823 3.0616 0.1874